A 2-piece molecular cluster, C5H6N2 overall at a distorted geometry. Source: the OMol25 dataset; level of theory: ωB97M-V/def2-TZVPD.

Each line ends with the natural charge from an NBO analysis.
Atoms and positions in Å:
C: 2.676939 -0.783579 0.234999  -0.36
C: 1.854679 0.248354 0.240270  -0.13
C: 1.185245 1.334503 0.027202  0.34
N: 0.811054 2.517154 -0.176631  -0.65
H: 3.581529 -0.662864 0.820865  0.21
H: 2.517168 -1.712458 -0.354713  0.21
H: 1.153203 3.217392 0.349523  0.36
C: -1.822796 0.466446 0.611418  0.08
N: -0.637376 -0.048366 0.714081  -0.32
C: -1.332928 -0.092536 -0.619511  -0.32
H: -2.540685 1.112446 1.032603  0.21
H: -1.776739 -0.946322 -1.061172  0.19
H: -1.085039 0.753011 -1.415211  0.18

Atomic forces in eV per Å
C -0.6 0.3 -0.4
C 0.1 0.5 -0.8
C 1.6 1.8 0.4
N -2.0 -5.1 -2.6
H 0.0 -0.5 0.1
H 0.1 0.8 0.4
H 1.8 2.7 2.4
C 3.0 -1.5 -0.5
N -3.5 0.6 0.4
C -0.2 3.2 -2.0
H -0.5 0.4 0.9
H 0.0 -1.1 0.0
H 0.1 -2.0 1.5

Results
HOMO = -8.3956 eV
Structure (SMILES) = C=C=C=N.C1=NC1
F_max = 0.1174 Eh/bohr
E_LUMO = 0.00236 hartree
Electronic energy = -303.40549 Ha
Orbital gap = 8.46 eV
Relative energy (zero: lowest compared OMol25 entry of this formula, charge and spin) = 605.4 kJ/mol